Density functional theory data (ωB97M-V/def2-TZVPD) for C22H40CuFInNO as an isolated structure at a distorted geometry.

Geometry as XYZ:
```
67
Properties=species:S:1:pos:R:3:mulliken_charge:R:1
C 5.366 -3.872 1.461 -1.00
C 6.404 -3.008 0.611 -0.42
C 6.241 -1.479 0.963 -0.78
C 5.031 -0.778 0.215 -0.03
C 5.346 -0.434 -1.290 -0.66
C 4.382 0.636 -1.939 -0.71
C 2.844 0.411 -1.666 -0.46
C 2.106 1.829 -1.524 -0.59
C 1.756 2.180 0.001 -1.02
In -0.452 2.262 0.403 0.95
F -1.459 1.202 -1.113 -0.74
C -1.114 4.440 0.508 -1.10
C -2.338 4.744 -0.459 -0.18
C -1.737 5.416 -1.778 -1.03
C -1.053 1.367 2.409 -1.17
C -1.475 -0.151 2.255 -0.40
C -2.973 -0.438 2.680 -0.54
N -3.899 -0.473 1.510 -0.26
C -3.770 -1.822 0.937 -0.07
C -4.587 -2.038 -0.369 0.03
C -4.083 -1.514 -1.640 -0.42
C -4.796 -1.725 -2.908 -0.59
C -6.065 -2.486 -2.910 -0.35
C -6.580 -3.006 -1.644 -0.47
C -5.856 -2.791 -0.381 0.46
O -6.429 -3.365 0.764 -0.58
H 5.680 -4.954 1.520 0.33
H 4.367 -3.814 0.956 0.25
H 5.265 -3.434 2.495 0.25
H 6.310 -3.224 -0.493 0.23
H 7.423 -3.354 0.957 0.32
H 6.081 -1.403 2.081 0.30
H 7.231 -0.983 0.751 0.37
H 4.206 -1.554 0.200 0.09
H 4.649 0.097 0.808 0.16
H 5.450 -1.358 -1.932 0.30
H 6.383 0.029 -1.293 0.26
H 4.524 0.549 -3.060 0.26
H 4.739 1.670 -1.679 0.38
H 2.377 -0.077 -2.564 0.30
H 2.609 -0.158 -0.732 0.21
H 1.189 1.880 -2.180 0.38
H 2.795 2.637 -1.907 0.31
H 2.344 1.511 0.685 0.31
H 2.144 3.229 0.187 0.30
H -0.232 5.097 0.294 0.34
H -1.449 4.684 1.560 0.27
H -3.021 5.508 0.010 0.32
H -2.966 3.843 -0.687 0.17
H -1.341 4.593 -2.438 0.22
H -0.866 6.088 -1.545 0.28
H -2.514 6.048 -2.280 0.33
H -1.934 1.954 2.791 0.32
H -0.197 1.446 3.126 0.33
H -1.264 -0.462 1.200 0.21
H -0.828 -0.745 2.964 0.32
H -2.941 -1.493 3.189 0.24
H -3.294 0.295 3.465 0.50
H -4.832 -0.327 1.915 0.33
H -2.700 -2.085 0.699 0.37
H -4.135 -2.589 1.705 -0.05
H -3.105 -0.959 -1.670 0.34
H -4.400 -1.355 -3.878 0.37
H -6.586 -2.658 -3.886 0.33
H -7.527 -3.588 -1.631 0.35
H -5.725 -3.726 1.336 0.33
Cu -4.721 -1.966 3.865 0.56
```

Computed properties:
- spin multiplicity = 1
- HOMO-LUMO gap (hartree) = 0.10533
- total charge = 0
- E_LUMO (hartree) = -0.145
- E (Eh) = -2922.41891



Density functional theory data (ωB97M-V/def2-TZVPD) for a 2-piece molecular cluster, C22H40F3N2O7S overall at a distorted geometry.

Geometry as XYZ:
```
75
Properties=species:S:1:pos:R:3:mulliken_charge:R:1
C 1.011 5.646 0.103 -1.20
C 1.519 4.829 1.316 0.16
O 0.422 4.143 1.878 -0.43
C 0.515 2.727 1.886 0.72
C -0.732 2.138 1.232 -0.78
N -0.629 2.048 -0.251 0.72
C -0.365 0.651 -0.680 -1.31
C 1.137 0.380 -0.746 1.25
C 1.794 1.121 -1.938 0.16
C 2.349 0.148 -3.008 -1.84
C 2.789 2.217 -1.527 -0.26
C 3.835 1.834 -0.448 -0.12
C 4.337 0.414 -0.519 -0.82
C 4.085 -0.436 0.448 1.10
C 3.975 -1.923 0.161 -1.55
C 3.867 -0.026 1.880 -1.52
C -1.959 2.328 -0.753 0.38
O -2.151 3.165 -1.547 -0.59
O -2.928 1.534 -0.233 -0.27
C -3.672 0.816 -1.234 -0.36
C -4.068 -0.571 -0.745 -0.97
N -2.974 -1.551 -0.912 0.74
C -2.631 -2.270 0.341 -0.80
C -1.116 -2.665 0.328 -1.03
C -3.315 -2.485 -1.954 0.37
C -2.493 -2.344 -3.223 -1.12
O -4.145 -3.304 -1.856 -0.49
H 1.001 5.016 -0.786 0.23
H 0.004 5.979 0.342 0.31
H 1.660 6.499 -0.108 0.38
H 2.316 4.179 0.945 -0.15
H 1.953 5.539 2.027 0.41
H 0.481 2.402 2.936 0.42
H 1.438 2.323 1.470 -0.73
H -1.005 1.180 1.689 0.17
H -1.536 2.839 1.469 0.53
H -0.780 0.488 -1.679 0.44
H -0.838 -0.087 -0.030 -0.12
H 1.317 -0.687 -0.894 0.31
H 1.596 0.639 0.208 -0.99
H 0.972 1.639 -2.445 0.78
H 2.941 -0.649 -2.561 0.27
H 2.996 0.743 -3.658 0.43
H 1.519 -0.218 -3.611 0.42
H 3.254 2.653 -2.414 0.59
H 2.184 3.023 -1.100 -0.77
H 3.463 2.107 0.534 -0.16
H 4.704 2.492 -0.612 0.52
H 4.901 0.034 -1.363 0.45
H 3.295 -2.130 -0.663 0.29
H 4.969 -2.269 -0.147 0.38
H 3.657 -2.482 1.038 0.40
H 4.356 -0.716 2.569 0.52
H 4.292 0.959 2.063 0.34
H 2.803 0.016 2.145 0.22
H -4.585 1.368 -1.481 0.46
H -3.105 0.729 -2.161 0.21
H -4.423 -0.509 0.282 0.42
H -4.910 -0.874 -1.379 0.32
H -2.810 -1.660 1.220 0.38
H -3.185 -3.206 0.441 0.45
H -0.664 -2.285 -0.592 0.20
H -0.993 -3.736 0.397 0.43
H -0.656 -2.173 1.183 0.19
H -2.299 -1.279 -3.368 0.22
H -1.536 -2.847 -3.074 0.24
H -3.026 -2.759 -4.074 0.40
C -3.745 -5.580 3.322 0.59
F -4.566 -5.437 4.382 -0.25
F -3.475 -6.896 3.209 -0.25
F -4.453 -5.229 2.228 -0.23
S -2.209 -4.574 3.500 1.09
O -1.591 -5.075 4.706 -0.65
O -2.681 -3.207 3.605 -0.67
O -1.456 -4.845 2.291 -0.65
```

Computed properties:
- spin multiplicity = 1
- HOMO-LUMO gap (hartree) = 0.30691
- total charge = -1
- E_LUMO (hartree) = 0.088
- E (Eh) = -2196.26703



Density functional theory data (ωB97M-V/def2-TZVPD) for a 3-piece molecular cluster, C22H40N4O overall at a distorted geometry.

Geometry as XYZ:
```
67
Properties=species:S:1:pos:R:3:mulliken_charge:R:1
O 2.761 -2.288 0.456 -0.56
C 2.736 -0.912 0.819 -0.53
C 2.013 -0.098 -0.300 -0.33
C 0.513 -0.200 -0.050 0.39
C -0.148 0.900 0.614 -0.91
C -1.472 0.779 0.850 -0.66
C -2.220 -0.376 0.485 0.41
N -3.545 -0.409 0.805 -0.63
C -4.150 -1.507 0.417 -0.28
C -3.485 -2.553 -0.283 -0.28
N -2.209 -2.577 -0.593 -0.58
C -1.583 -1.437 -0.174 0.33
C -0.185 -1.300 -0.428 -0.13
H 1.966 -2.698 0.810 0.35
H 3.733 -0.510 1.034 0.34
H 2.129 -0.806 1.736 0.36
H 2.262 -0.478 -1.300 -0.21
H 2.322 0.960 -0.280 0.47
H 0.430 1.772 0.919 0.42
H -2.007 1.580 1.367 0.50
H -5.215 -1.599 0.638 0.39
H -4.087 -3.415 -0.591 0.41
H 0.378 -2.084 -0.942 0.73
C -0.843 -2.520 -4.490 -1.52
C 0.565 -2.084 -4.866 -0.45
N 1.593 -2.986 -4.380 0.24
C 2.935 -2.433 -4.461 -0.45
C 3.502 -2.127 -5.851 -1.10
C 1.461 -4.377 -4.781 -0.74
C 1.407 -4.690 -6.281 -0.97
H -0.928 -2.680 -3.413 0.34
H -1.559 -1.745 -4.772 0.45
H -1.141 -3.437 -5.002 0.33
H 0.732 -1.099 -4.422 0.47
H 0.617 -1.947 -5.957 0.29
H 3.626 -3.097 -3.935 0.43
H 2.945 -1.502 -3.882 0.09
H 3.782 -3.036 -6.384 0.23
H 4.410 -1.528 -5.751 0.45
H 2.805 -1.560 -6.468 0.27
H 0.552 -4.777 -4.322 0.37
H 2.269 -4.956 -4.327 0.39
H 0.722 -4.033 -6.818 0.25
H 1.056 -5.714 -6.427 0.38
H 2.389 -4.622 -6.748 0.25
C -2.488 5.273 3.346 -1.51
C -2.210 3.993 4.121 -0.41
N -0.799 3.661 4.197 0.27
C -0.548 2.304 4.658 -0.43
C -0.971 1.943 6.085 -1.18
C 0.068 4.686 4.754 -0.72
C -0.242 5.199 6.165 -0.97
H -2.034 5.236 2.354 0.32
H -3.564 5.402 3.219 0.44
H -2.113 6.156 3.867 0.31
H -2.729 3.180 3.605 0.50
H -2.669 4.073 5.118 0.28
H 0.515 2.076 4.537 0.38
H -1.061 1.621 3.972 0.13
H -0.306 2.380 6.829 0.25
H -0.923 0.859 6.216 0.45
H -1.994 2.251 6.305 0.27
H 0.058 5.544 4.076 0.40
H 1.102 4.331 4.726 0.36
H -1.300 5.427 6.301 0.25
H 0.314 6.121 6.347 0.38
H 0.060 4.489 6.933 0.26
```

Computed properties:
- spin multiplicity = 1
- HOMO-LUMO gap (hartree) = 0.28858
- total charge = 0
- SMILES = OCCc1ccc2nccnc2c1.CCN(CC)CC.CCN(CC)CC
- E_LUMO (hartree) = -0.006
- E (Eh) = -1156.49668